133
Properties=species:S:1:pos:R:3 method="wB97M-V/def2-TZVPD" lumo_energy_ha=-0.080 gap_ha=0.2176 charge=+1 homo_ev=-8.11 de_lowest_kcal_mol=13.5 total_energy_ev=-84680.47009
Ba 0.675 -1.359 -1.081
C 4.223 -1.330 0.926
Si 2.440 -0.641 1.215
C 2.887 1.226 1.447
C 3.953 1.556 2.291
C 4.551 2.805 2.289
C 4.094 3.773 1.407
C 3.011 3.495 0.591
C 2.378 2.246 0.607
P 0.768 1.996 -0.290
C -0.301 3.305 0.478
C -1.751 3.147 -0.003
C -2.709 3.848 0.964
C -2.163 5.212 1.434
C -1.093 5.730 0.479
C 0.121 4.794 0.454
C 1.033 2.389 -2.092
C 1.346 3.801 -2.601
C 1.636 3.788 -4.102
C 0.458 3.225 -4.890
C 0.099 1.830 -4.388
C -0.172 1.846 -2.887
C 1.918 -1.610 2.807
C 2.884 -2.249 3.596
C 2.560 -3.228 4.523
C 1.237 -3.615 4.682
C 0.251 -2.978 3.946
C 0.568 -1.973 3.032
P -0.733 -0.979 2.190
C -2.238 -2.078 2.081
C -3.238 -2.144 3.241
C -4.400 -3.087 2.931
C -5.133 -2.674 1.660
C -4.160 -2.612 0.487
C -2.990 -1.681 0.797
C -1.014 0.314 3.498
C -1.309 -0.099 4.944
C -1.545 1.146 5.805
C -0.349 2.094 5.776
C 0.033 2.458 4.344
C 0.240 1.198 3.513
H 4.961 -1.112 1.704
H 4.616 -0.895 0.001
H 4.202 -2.419 0.804
H 4.340 0.798 2.965
H 5.376 3.017 2.957
H 4.567 4.746 1.365
H 2.645 4.281 -0.051
H -0.297 2.993 1.524
H -2.012 2.086 -0.078
H -1.852 3.565 -1.009
H -2.869 3.198 1.829
H -3.684 3.973 0.487
H -1.726 5.120 2.433
H -2.977 5.933 1.519
H -0.769 6.730 0.774
H -1.518 5.830 -0.525
H 0.738 4.993 1.332
H 0.733 5.029 -0.412
H 1.898 1.751 -2.336
H 2.195 4.232 -2.073
H 0.481 4.446 -2.416
H 2.524 3.171 -4.286
H 1.877 4.797 -4.444
H 0.682 3.205 -5.958
H -0.407 3.885 -4.761
H 0.933 1.147 -4.578
H -0.769 1.438 -4.927
H -0.451 0.842 -2.545
H -1.043 2.479 -2.685
H 3.928 -1.992 3.463
H 3.339 -3.698 5.111
H 0.973 -4.396 5.385
H -0.781 -3.265 4.102
H -1.820 -3.085 1.933
H -3.631 -1.137 3.421
H -2.753 -2.461 4.163
H -5.089 -3.116 3.777
H -4.010 -4.104 2.808
H -5.581 -1.686 1.805
H -5.950 -3.365 1.444
H -4.672 -2.285 -0.422
H -3.779 -3.622 0.288
H -3.364 -0.656 0.915
H -2.294 -1.653 -0.049
H -1.860 0.913 3.128
H -0.451 -0.654 5.334
H -2.175 -0.753 5.015
H -1.763 0.847 6.832
H -2.433 1.672 5.435
H 0.506 1.604 6.255
H -0.565 2.993 6.356
H 0.944 3.062 4.335
H -0.760 3.070 3.895
H 1.067 0.622 3.940
H 0.542 1.431 2.495
N -0.768 -3.937 -0.755
C 0.075 -5.090 -0.415
C 1.231 -5.206 -1.389
N 2.168 -4.083 -1.221
H -1.524 -3.837 -0.087
H -1.212 -4.067 -1.659
H -0.479 -6.033 -0.394
H 0.470 -4.928 0.593
H 0.847 -5.173 -2.413
H 1.712 -6.181 -1.261
H 2.921 -4.160 -1.896
H 2.608 -4.143 -0.306
C -3.901 -1.353 -3.941
C -2.941 -1.878 -5.009
C -1.750 -2.378 -4.188
O -1.854 -1.773 -2.887
C -2.937 -0.827 -2.896
H -4.502 -2.163 -3.524
H -4.572 -0.583 -4.317
H -2.636 -1.069 -5.675
H -3.375 -2.669 -5.618
H -0.791 -2.099 -4.634
H -1.768 -3.463 -4.057
H -2.562 0.166 -3.167
H -3.349 -0.785 -1.889
C 2.350 -1.349 -5.937
N 3.389 -1.500 -4.925
C 4.711 -1.980 -5.314
C 3.090 -1.292 -3.653
O 1.970 -0.947 -3.249
H 2.792 -1.514 -6.916
H 1.925 -0.349 -5.894
H 1.550 -2.072 -5.777
H 5.018 -1.485 -6.233
H 4.707 -3.058 -5.478
H 5.432 -1.736 -4.537
H 3.928 -1.437 -2.957